C18H20BrCl3O2PdSi2 as an isolated structure. Source: the Open Molecules 2025 dataset; level of theory: wB97M-V/def2-TZVPD.

Results
Expectation value of S²   6.008
Maximum force   0.316 eV/A
HOMO (alpha / beta)   -6.545 / -9.075 eV
LUMO (alpha / beta)   0.0204 / -0.0879 hartree
ΔE to the lowest compared entry with this formula, charge and spin   1.0 kcal per mole
Gap between HOMO and LUMO (alpha / beta)   7.10 / 6.68 eV
2S+1   5

Last column: natural (NBO) charge in e.
Positions of all 47 atoms, in Å:
1 Pd -0.6950 0.0411 -0.7014  0.843
2 C 1.9933 -2.2835 -1.8019  -1.133
3 Si 1.7229 -0.5901 -1.0530  1.256
4 C 2.4767 0.7566 -2.1048  -1.136
5 C 2.4667 -0.5158 0.6834  -0.479
6 C 3.8560 -0.6824 0.7241  -0.146
7 C 4.5614 -0.6155 1.9150  -0.225
8 C 3.8831 -0.3709 3.0992  -0.191
9 C 2.5076 -0.2011 3.0779  -0.207
10 C 1.7768 -0.2753 1.8861  -0.482
11 Si -0.0934 -0.0915 2.0505  1.304
12 C -0.5354 1.3027 3.2068  -1.149
13 C -0.8268 -1.7275 2.6202  -1.138
14 H 3.0604 -2.5205 -1.8491  0.239
15 H 1.5933 -2.3177 -2.8169  0.244
16 H 1.5002 -3.0582 -1.2135  0.245
17 H 3.5569 0.6127 -2.2033  0.238
18 H 2.3039 1.7339 -1.6518  0.251
19 H 2.0363 0.7627 -3.1031  0.249
20 H 4.4055 -0.8649 -0.1948  0.195
21 H 5.6359 -0.7485 1.9176  0.215
22 H 4.4228 -0.3100 4.0359  0.214
23 H 1.9943 -0.0060 4.0140  0.205
24 H -0.1987 1.0997 4.2275  0.233
25 H -1.6171 1.4463 3.2311  0.246
26 H -0.0802 2.2303 2.8603  0.261
27 H -0.4067 -1.9917 3.5968  0.241
28 H -0.5914 -2.5353 1.9257  0.244
29 H -1.9113 -1.6646 2.7233  0.236
30 Cl -1.0694 4.9903 0.1884  0.054
31 C -0.5537 4.1346 -1.2644  -0.206
32 Cl -1.5752 4.5977 -2.6227  0.058
33 Cl 1.1437 4.5284 -1.6233  0.035
34 C -0.5952 2.6022 -1.0418  0.717
35 O -0.7887 1.8635 -2.0290  -0.644
36 O -0.3880 2.1714 0.1177  -0.664
37 Br -6.6656 -2.1246 -2.8893  0.058
38 C -5.0161 -1.4414 -2.2548  -0.086
39 C -4.1140 -0.9036 -3.1579  -0.234
40 C -2.9065 -0.3963 -2.6894  -0.275
41 C -2.6251 -0.4614 -1.3351  -0.090
42 C -3.5381 -0.9796 -0.4320  -0.290
43 C -4.7484 -1.4822 -0.8956  -0.225
44 H -4.3531 -0.8705 -4.2121  0.231
45 H -2.2076 0.0564 -3.3813  0.237
46 H -3.3230 -1.0025 0.6302  0.222
47 H -5.4737 -1.8971 -0.2092  0.229

Forces on the atoms, in the same order (eV/Å):
0.1 0.2 0.2
-0.1 0.0 0.0
0.1 0.0 0.0
0.0 0.0 0.0
0.0 0.0 0.0
0.0 0.0 0.0
0.0 0.0 0.0
0.0 0.0 0.0
0.0 0.0 0.0
0.0 0.0 0.0
0.0 0.0 0.0
0.0 0.0 0.0
0.0 0.0 0.0
0.0 0.0 0.0
0.0 0.0 0.0
0.0 0.0 0.0
0.0 0.0 0.0
0.0 0.0 0.0
0.0 0.0 0.0
0.0 0.0 0.0
0.0 0.0 0.0
0.0 0.0 0.0
0.0 0.0 0.0
0.0 0.0 0.0
0.0 0.0 0.0
0.0 0.0 0.0
0.0 0.0 0.0
0.0 0.0 0.0
0.0 0.0 0.0
0.0 0.0 0.0
0.0 0.0 0.0
0.0 0.0 0.0
0.0 0.0 0.0
0.0 0.0 0.0
0.1 0.0 0.1
-0.1 -0.1 -0.2
0.0 0.0 0.0
0.0 0.0 0.0
0.0 0.0 0.0
0.0 0.0 0.0
-0.1 -0.1 0.0
0.0 0.0 0.0
0.0 0.0 0.0
0.0 0.0 0.0
0.0 0.0 0.0
0.0 0.0 0.0
0.0 0.0 0.0

***

The molecule C5H11N3. Source: the Open Molecules 2025 dataset; level of theory: wB97M-V/def2-TZVPD.

Results
Maximum force   2.581 eV/A
HOMO   -8.738 eV
LUMO   0.0356 hartree
ΔE to the lowest compared entry with this formula, charge and spin   67.2 kcal per mole
Gap between HOMO and LUMO   9.71 eV
Structure (SMILES)   C=NN1C[C@@]1(C)CN

Last column: natural (NBO) charge in e.
Positions of all 19 atoms, in Å:
1 C -0.2187 0.5662 -0.0779  0.118
2 C 2.5483 -1.3997 0.0221  -0.168
3 C -0.7300 -0.2509 1.0819  -0.239
4 C 0.2204 -0.1769 -1.3063  -0.295
5 C -0.6912 1.9962 -0.1516  -0.617
6 N -2.1325 -0.4520 0.6548  -0.840
7 N 2.1002 -0.2481 0.3159  -0.211
8 N 1.2393 0.4003 -0.4649  -0.254
9 H -2.1991 -0.9199 -0.2437  0.355
10 H -2.6296 -1.0127 1.3337  0.358
11 H 3.3129 -1.8114 0.6531  0.184
12 H 2.2962 -1.9357 -0.8966  0.150
13 H -0.7226 0.3229 2.0083  0.206
14 H -0.1677 -1.1908 1.1704  0.186
15 H 0.1111 0.2947 -2.2741  0.212
16 H 0.0835 -1.2587 -1.3040  0.191
17 H -0.2373 2.5976 0.6368  0.219
18 H -0.4085 2.4473 -1.0996  0.215
19 H -1.7747 2.0316 -0.0582  0.230

Forces on the atoms, in the same order (eV/Å):
2.5 0.6 0.1
0.0 0.3 -0.8
-0.8 -0.2 -1.6
-0.3 -0.6 0.1
-0.1 -0.1 -0.2
-0.3 -0.3 0.9
0.5 -1.1 1.4
-1.7 1.4 -0.6
0.2 0.0 0.2
-0.2 -0.1 0.0
0.1 -0.1 0.3
-0.1 0.0 0.0
0.1 -0.1 0.0
0.0 0.3 0.2
0.0 0.0 -0.1
0.0 0.0 0.0
0.0 -0.1 0.1
0.0 0.0 -0.1
0.0 0.0 0.0

***

C22H25Cl2F9KLiN3NaO9 as an isolated structure. Source: the Open Molecules 2025 dataset; level of theory: wB97M-V/def2-TZVPD.

Results
Maximum force   7.034 eV/A
HOMO   -5.265 eV
LUMO   -0.0670 hartree
Gap between HOMO and LUMO   3.44 eV

Last column: Löwdin charge in e.
Positions of all 73 atoms, in Å:
1 C -3.0845 -0.6836 3.1845  -0.482
2 C -2.1156 0.2782 4.0919  -0.222
3 C -0.8024 0.8786 3.2992  -0.198
4 N 0.4567 0.7883 4.1661  -0.018
5 C 1.4476 -0.2168 3.6235  -0.052
6 C 2.9333 0.0299 3.6202  -0.028
7 C 3.6470 1.3742 4.2283  -0.212
8 C 4.2875 0.9332 5.7073  -0.070
9 F 4.7430 1.7942 3.2971  -0.118
10 C 3.9346 -1.1359 2.9598  -0.161
11 O 5.1707 -1.3527 3.4178  -0.076
12 C 3.3643 -2.1032 1.7203  -0.041
13 C 4.4203 -2.7110 0.6250  -0.110
14 C 3.7883 -2.3540 -1.0041  -0.243
15 C 4.6540 -3.1453 -2.2840  -0.124
16 O 3.1525 -3.5652 -1.7609  -0.205
17 C 1.8847 -2.3662 1.7548  -0.136
18 O 1.2424 -3.2315 0.7537  -0.360
19 N 1.1789 -4.4934 1.2113  0.003
20 O -0.0009 -4.7417 1.4130  -0.005
21 C 0.9819 -1.6914 2.9905  -0.119
22 O -0.0707 -2.3782 3.4670  -0.236
23 H -3.3203 -1.6715 3.8072  0.029
24 H -4.0921 -0.1114 3.0006  0.024
25 H -2.5994 -1.0272 2.1596  0.031
26 H -1.7427 -0.3438 5.0142  0.098
27 H -2.7439 1.1811 4.5080  0.051
28 H -0.6564 0.4346 2.2191  0.129
29 H -1.0000 2.0442 3.1384  0.126
30 H 0.8343 1.7601 4.2014  0.099
31 H 2.9396 2.2933 4.3798  0.139
32 H 3.9983 1.6855 6.5679  0.079
33 H 3.8508 -0.1234 6.0470  0.097
34 H 5.4563 0.8041 5.6025  0.093
35 H 5.4700 -2.1504 0.6287  -0.005
36 H 4.5139 -3.8788 0.6625  0.140
37 H 3.3643 -1.1932 -1.2196  0.169
38 H 5.2795 -4.0448 -1.8106  0.105
39 H 4.2136 -3.1553 -3.3678  0.144
40 K 6.4024 -1.6863 -0.9579  0.976
41 Cl -4.5104 -1.8386 1.9867  0.059
42 C -4.5196 2.9471 7.3485  -0.072
43 C -3.5471 3.1105 6.2549  -0.249
44 N -2.7788 3.2396 5.3910  0.137
45 H -4.2138 3.4937 8.2468  0.081
46 H -5.5112 3.3169 7.0667  0.081
47 H -4.6354 1.8959 7.6331  0.081
48 Na -6.5584 -2.4279 1.1980  0.458
49 C 1.2559 -0.1653 -3.5840  -0.870
50 O 1.1330 -1.0620 -4.4529  -0.044
51 O 1.5960 -0.6874 -2.4141  -0.305
52 O 1.1148 1.0763 -3.6484  -0.033
53 H 1.5946 -1.5906 -2.7912  0.040
54 Li -1.2712 -3.7417 3.4230  0.769
55 C -1.0861 2.1840 -7.3413  -0.046
56 C -1.7859 3.1811 -6.4040  -0.425
57 C -2.3788 2.5725 -5.1372  -0.284
58 F -3.3017 1.6217 -5.3935  0.080
59 F -3.0100 3.5254 -4.4008  0.084
60 F -2.7188 3.8738 -7.1113  0.111
61 F -0.8477 4.1073 -6.0286  0.102
62 O -1.8667 1.6716 -8.4264  0.026
63 C -2.7294 0.5844 -8.0963  -0.479
64 C -4.2180 0.9505 -8.1766  -0.267
65 F -4.5164 2.0289 -7.4087  0.082
66 F -4.9984 -0.0699 -7.7319  0.089
67 F -2.3684 0.0884 -6.8887  0.128
68 F -2.4531 -0.3970 -8.9976  0.132
69 H -0.2762 2.7376 -7.8324  0.150
70 H -0.5755 1.3834 -6.7933  0.152
71 H -1.6001 2.1346 -4.5090  0.173
72 H -4.5065 1.1836 -9.2071  0.173
73 Cl 0.7077 -1.6514 -0.8367  0.576

Forces on the atoms, in the same order (eV/Å):
2.4 2.0 2.4
0.4 -0.1 0.2
-1.5 1.0 -0.1
1.0 -1.8 -2.5
3.2 0.4 -0.7
-2.2 -1.1 -1.2
0.5 -1.6 0.7
0.0 -0.4 0.0
-2.3 -0.8 1.9
2.9 -1.0 1.4
-6.3 1.5 -2.7
-2.1 0.4 1.2
-1.7 0.8 -1.3
0.0 -2.1 -2.4
-4.9 -2.3 2.4
3.5 4.1 2.5
2.9 2.7 1.4
1.6 1.3 2.9
-3.1 -1.7 1.2
2.3 -0.5 -0.2
-1.3 -1.4 -0.5
3.7 2.6 -1.8
0.8 2.5 -0.9
2.7 -0.7 0.8
-0.3 1.5 2.6
-0.4 1.3 -1.7
1.4 -1.9 -0.9
-0.2 0.6 2.2
0.5 -2.5 0.3
0.2 -1.5 0.0
1.3 -1.9 -0.7
0.8 -1.3 -1.9
0.9 2.3 -1.0
-2.5 0.4 0.2
-3.5 -1.9 2.2
0.0 2.3 0.0
0.8 -3.5 0.5
-0.9 1.9 -1.6
2.1 0.7 1.7
1.9 1.2 -1.4
-3.9 -4.0 -3.5
-0.2 0.0 0.2
0.9 0.2 -0.9
-1.3 0.0 1.6
0.1 0.0 -0.3
0.3 0.0 -0.2
0.2 0.1 -0.2
-0.9 -0.2 -0.5
-1.4 3.3 -3.6
0.0 0.0 -0.6
2.7 -0.4 0.1
0.0 -1.0 0.0
0.5 -0.5 0.6
0.4 0.7 -0.5
1.1 0.0 -0.4
0.0 0.3 -0.8
0.0 0.0 1.1
0.0 0.3 0.3
0.1 0.3 -0.2
0.0 -0.1 0.3
-0.2 -0.5 0.2
-1.5 -0.9 0.9
2.4 0.3 0.2
-0.8 0.4 0.0
0.1 -0.3 -0.6
0.4 -0.1 -0.1
-0.6 -0.3 -0.9
-0.6 0.4 0.1
-0.4 0.1 0.1
-0.3 0.2 0.1
0.3 0.0 -0.2
0.2 -0.1 0.0
-2.1 0.5 2.6

***

| no. | calculated total energy (eV) |
| --- | --- |
| 1 | -149927.071 |
| 2 | -9830.992 |
| 3 | -116542.678 |